The following is a quantum chemistry calculation of C30H36GeN5NiO5S2Te as an isolated structure, from the OMol25 dataset.

Each line ends with the Löwdin charge.
Element x y z (Å)
1 Ni -0.06206 1.02943 0.14804  0.08
2 N 2.08332 2.10686 3.73703  0.13
3 C 0.84544 2.09121 4.35177  -0.05
4 C -0.04934 1.77005 3.37877  -0.13
5 N 0.61704 1.58702 2.18814  0.05
6 C 1.88193 1.79327 2.43996  -0.31
7 C 2.83600 1.62755 1.35993  -0.30
8 N 2.38401 1.35290 0.16473  0.11
9 C 3.49786 1.17478 -0.62195  -0.10
10 C 4.62362 1.35514 0.12091  -0.06
11 N 4.18588 1.64949 1.39646  0.12
12 H 2.95924 2.30279 4.18817  0.16
13 H 0.72156 2.31139 5.39647  0.12
14 H -1.11779 1.65474 3.44991  0.07
15 H 3.41708 0.92863 -1.66502  0.10
16 H 5.66791 1.30367 -0.12853  0.11
17 H 4.77316 1.80152 2.19714  0.16
18 C -1.50969 4.64706 0.75095  -0.42
19 Te -0.56829 3.51088 -0.74387  1.43
20 C 1.29885 4.47861 -0.30521  -0.42
21 H -1.35390 5.69713 0.51378  0.00
22 H -1.08312 4.39616 1.72041  0.00
23 H -2.56565 4.39429 0.73404  0.00
24 H 1.53091 4.39426 0.75800  -0.01
25 H 1.24290 5.52945 -0.58439  0.00
26 H 2.08007 3.99041 -0.88639  -0.02
27 O 0.97640 2.49196 -3.40861  0.08
28 C 0.98741 1.17452 -3.24851  -0.50
29 O 1.05824 0.65351 -2.16249  0.00
30 C 0.84575 0.37548 -4.52511  -0.22
31 N 1.05760 1.24124 -5.69811  -0.03
32 C -0.22625 1.32829 -6.43148  -0.19
33 C -0.97089 0.04531 -6.09191  -0.16
34 C -0.61179 -0.16005 -4.62186  -0.11
35 H 1.55794 -0.44818 -4.47801  0.16
36 H 1.78065 0.86430 -6.29352  0.12
37 H 1.06322 2.63043 -4.38024  0.11
38 H -0.04364 1.47905 -7.49402  0.11
39 H -0.78910 2.18895 -6.06208  0.12
40 H -0.59440 -0.78106 -6.70054  0.11
41 H -2.04544 0.12960 -6.24919  0.12
42 H -0.67009 -1.19953 -4.30613  0.11
43 H -1.27040 0.41434 -3.96784  0.12
44 C 0.98121 -2.14436 -1.30673  -0.21
45 Ge 0.17240 -1.40785 0.29930  0.99
46 C 1.18555 -2.27576 1.74956  -0.30
47 C 2.09863 -1.66147 2.60470  -0.11
48 C 2.81932 -2.39467 3.54103  -0.09
49 C 2.63771 -3.76628 3.63461  -0.10
50 C 1.72385 -4.39386 2.79911  -0.08
51 C 1.00384 -3.65569 1.86884  -0.10
52 C -1.60619 -2.18358 0.45808  -0.26
53 C -2.17811 -2.72264 -0.66376  -0.10
54 C -3.48487 -3.26239 -0.64127  -0.07
55 C -4.21194 -3.23135 0.50717  -0.03
56 C -3.66820 -2.67859 1.69412  -0.16
57 C -4.42480 -2.63657 2.89492  -0.04
58 C -3.90080 -2.10507 4.03399  -0.09
59 C -2.58073 -1.59525 4.02847  -0.08
60 C -1.83809 -1.62054 2.88699  -0.08
61 C -2.35754 -2.15367 1.67678  -0.19
62 H 1.01228 -3.22713 -1.17094  0.03
63 H 1.99395 -1.76079 -1.42225  0.02
64 H 0.40825 -1.88417 -2.19317  0.00
65 H 2.24960 -0.59439 2.54684  0.06
66 H 3.52243 -1.89678 4.19878  0.09
67 H 3.19806 -4.34317 4.35943  0.10
68 H 1.56721 -5.46271 2.87438  0.10
69 H 0.28051 -4.15975 1.23633  0.10
70 H -1.63635 -2.72607 -1.60164  0.09
71 H -3.90842 -3.67850 -1.54632  0.10
72 H -5.22314 -3.62077 0.53091  0.11
73 H -5.42907 -3.04420 2.88898  0.11
74 H -4.48901 -2.07151 4.94225  0.10
75 H -2.16471 -1.17486 4.93646  0.10
76 H -0.83278 -1.21848 2.89670  0.08
77 O -3.03078 2.39626 -1.38672  -0.51
78 S -2.76484 1.05831 -0.84848  0.10
79 O -1.47559 0.52544 -1.44377  -0.53
80 O -3.86518 0.13161 -0.91563  -0.36
81 S -2.22580 1.33438 1.11237  0.42

2S+1: 2
Lowest unoccupied orbital energy (alpha / beta): -1.19 / -0.31 eV
Strongest force on any atom: 0.022 hartree/bohr
Charge: 0

***

The following is a quantum chemistry calculation of a 2-piece molecular cluster, C30H36N2PS2 overall, from the OMol25 dataset.

Each line ends with the Löwdin charge.
Element x y z (Å)
1 C -5.09482 -0.50599 17.06244  -0.06
2 C -3.77043 -0.05860 16.51219  -0.26
3 C -2.62602 -0.13389 17.31159  -0.01
4 C -1.37389 0.19084 16.79734  -0.19
5 C -0.20377 0.14472 17.73244  -0.04
6 C -1.26797 0.55136 15.43248  -0.19
7 N -0.01329 1.01689 14.90808  -0.29
8 P 1.11403 0.20985 13.86765  0.98
9 H 0.82148 0.99963 12.60828  -0.09
10 N 2.34685 1.23970 14.52248  -0.29
11 C 3.76485 1.02825 14.65262  -0.19
12 C 4.59312 1.46606 13.60149  -0.21
13 C 3.96413 2.05856 12.37809  -0.06
14 C 5.97642 1.41806 13.77196  -0.01
15 C 6.54083 0.97370 14.97796  -0.26
16 C 8.03072 0.82791 15.09526  -0.05
17 C 5.69811 0.66730 16.05691  0.00
18 C 4.31205 0.70960 15.91912  -0.19
19 C 3.45605 0.46891 17.12540  -0.04
20 C 1.78551 2.39000 15.03544  -0.17
21 C 0.46130 2.26091 15.26244  -0.16
22 C -2.41916 0.74168 14.64914  -0.21
23 C -2.29027 1.36464 13.29242  -0.05
24 C -3.66136 0.42693 15.19673  0.00
25 H -5.88649 -0.37966 16.31046  0.08
26 H -5.05666 -1.57015 17.34683  0.09
27 H -5.36131 0.06168 17.96822  0.09
28 H -2.71476 -0.43893 18.35964  0.13
29 H 0.62749 0.79326 17.44712  0.05
30 H -0.52858 0.46242 18.73146  0.09
31 H 0.16954 -0.88314 17.86031  0.09
32 H 4.74029 2.26964 11.64334  0.08
33 H 3.22762 1.38928 11.92305  0.04
34 H 3.45960 3.01027 12.59074  0.10
35 H 6.62496 1.74747 12.95433  0.12
36 H 8.30723 0.47170 16.09583  0.08
37 H 8.40365 0.10794 14.35193  0.09
38 H 8.53768 1.78226 14.89124  0.09
39 H 6.13705 0.40328 17.02726  0.12
40 H 4.11116 0.22072 17.96449  0.08
41 H 2.89958 1.35849 17.44314  0.08
42 H 2.77167 -0.37760 17.00136  0.08
43 H 2.41397 3.22588 15.27937  0.12
44 H -0.20406 2.97818 15.70696  0.13
45 H -3.27046 1.38998 12.81356  0.07
46 H -1.94068 2.40448 13.34788  0.09
47 H -1.61050 0.80992 12.63680  0.05
48 H -4.56652 0.57022 14.59553  0.12
49 C -3.72138 -0.98655 8.29059  -0.03
50 C -3.40322 0.34661 8.59557  -0.05
51 C -2.11039 0.69789 8.99470  -0.03
52 C -1.07154 -0.25969 9.01602  -0.30
53 C 0.29250 0.11775 9.41508  -0.73
54 S 1.48778 -1.12210 9.56597  1.03
55 C 3.15622 -0.43450 9.18230  -0.40
56 C 3.24736 0.90778 8.48138  -0.27
57 C 2.48005 2.04835 9.12665  -0.39
58 S 0.74488 1.75489 9.73062  1.00
59 C -1.41914 -1.61150 8.76909  -0.03
60 C -2.71068 -1.95908 8.36517  -0.04
61 H -4.75559 -1.27149 8.04395  0.13
62 H -4.19242 1.10597 8.56014  0.12
63 H -1.92740 1.70986 9.37017  0.10
64 H 3.71657 -0.44497 10.12607  0.08
65 H 3.60395 -1.19887 8.52365  0.09
66 H 4.30902 1.19520 8.46543  0.14
67 H 2.93475 0.79716 7.43664  0.12
68 H 3.02645 2.46212 9.98464  0.05
69 H 2.38379 2.86154 8.38673  0.10
70 H -0.70398 -2.41600 8.96942  0.09
71 H -2.96027 -3.00377 8.14816  0.12

Energy above the lowest of the compared OMol25 structures with the same formula, charge and spin: 0.000 eV
Lowest unoccupied orbital energy: -5.26 eV
Strongest force on any atom: 0.033 hartree/bohr
Charge: +1

***

The following is a quantum chemistry calculation of C30H37CoN7 as an isolated structure, from the OMol25 dataset.

Each line ends with the Löwdin charge.
Element x y z (Å)
1 Co -0.03032 0.25813 -0.03298  0.48
2 C 3.82624 -1.35451 -0.73585  -0.06
3 C 2.36674 -1.07903 -0.53561  -0.26
4 N 1.96972 0.20015 0.07913  -0.18
5 C 2.29914 1.34851 -0.79977  -0.17
6 C 1.62403 2.58996 -0.22975  -0.16
7 N 0.18377 2.34442 0.02388  -0.10
8 C -0.33859 3.04706 1.20126  -0.17
9 C -0.09336 2.20136 2.45130  -0.17
10 N -0.61288 0.85433 2.25181  -0.06
11 C -2.06070 0.69113 2.39570  -0.16
12 C -2.77384 0.58324 1.02371  -0.17
13 N -1.92851 -0.21028 0.16843  0.01
14 C -2.18984 -1.44514 -0.12732  -0.23
15 C -3.52456 -2.09086 0.08969  0.00
16 C -1.04607 -2.17668 -0.65429  -0.24
17 C -1.00887 -3.42705 -1.24364  -0.05
18 C 0.24604 -3.93053 -1.64948  -0.09
19 C 1.40030 -3.21682 -1.47000  -0.02
20 C 1.33782 -1.92469 -0.84678  -0.26
21 N 0.09002 -1.49209 -0.44814  -0.02
22 H 4.40489 -0.75253 -0.03500  0.07
23 H 4.16036 -1.11056 -1.75301  0.07
24 H 4.06116 -2.40694 -0.55745  0.07
25 H 1.95355 1.12741 -1.80709  0.10
26 H 3.38135 1.50894 -0.81122  0.12
27 H 1.77591 3.44459 -0.89744  0.12
28 H 2.10216 2.80237 0.72382  0.09
29 H -0.34643 2.62002 -0.79270  0.10
30 H -1.41386 3.18852 1.07179  0.11
31 H 0.12133 4.03291 1.32046  0.12
32 H -0.54889 2.69784 3.31868  0.12
33 H 0.97868 2.10579 2.63302  0.10
34 H -0.11155 0.21250 2.86048  0.08
35 H -2.49467 1.51698 2.97102  0.12
36 H -2.25108 -0.23734 2.93741  0.12
37 H -2.89255 1.57358 0.57785  0.11
38 H -3.77136 0.16078 1.16650  0.10
39 H -4.31489 -1.50844 -0.38443  0.09
40 H -3.75382 -2.16948 1.15371  0.09
41 H -3.52846 -3.09409 -0.32698  0.07
42 H -1.91494 -3.99345 -1.40745  0.09
43 H 0.29642 -4.90811 -2.11319  0.10
44 H 2.35259 -3.61194 -1.79539  0.10
45 C 1.25821 -2.10262 2.52989  -0.05
46 C 1.70223 -0.83901 3.21433  -0.25
47 C 1.47225 -0.77510 4.58855  -0.11
48 C 1.99777 0.20976 5.40317  -0.13
49 C 2.87227 1.12366 4.82345  -0.09
50 C 3.11503 1.12679 3.46702  -0.25
51 C 4.08084 2.12432 2.89079  -0.07
52 C 2.44252 0.21499 2.56829  -0.24
53 N 2.63815 0.58471 1.28677  0.04
54 H 1.03598 -2.86631 3.27684  0.07
55 H 2.04427 -2.48209 1.87994  0.08
56 H 0.36849 -1.96702 1.91791  0.05
57 H 0.87709 -1.56268 5.04319  0.10
58 H 1.79117 0.22749 6.46594  0.08
59 H 3.38042 1.85308 5.44617  0.10
60 H 4.60467 2.64650 3.69391  0.07
61 H 3.57291 2.86550 2.26714  0.06
62 H 4.81074 1.62496 2.25062  0.07
63 N -0.36922 0.60842 -2.19584  0.23
64 C -0.29159 0.37135 -3.31649  -0.07
65 C -0.19572 0.08174 -4.70097  -0.21
66 C 0.52843 -1.02267 -5.15976  -0.01
67 C 0.60335 -1.27628 -6.51505  -0.07
68 C -0.03497 -0.44294 -7.42493  -0.07
69 C -0.74816 0.66019 -6.97145  -0.07
70 C -0.83066 0.92706 -5.62020  -0.03
71 H 1.02439 -1.66484 -4.44276  0.12
72 H 1.16105 -2.13178 -6.87184  0.11
73 H 0.02038 -0.65339 -8.48432  0.11
74 H -1.24315 1.31098 -7.67993  0.11
75 H -1.37764 1.78619 -5.25484  0.12

Energy above the lowest of the compared OMol25 structures with the same formula, charge and spin: 1.083 eV
2S+1: 2
Lowest unoccupied orbital energy (alpha / beta): -0.17 / -0.16 eV
Strongest force on any atom: 0.040 hartree/bohr
Charge: 0